Molecular formula: C25H29AsBrFeN4O3S
Method: DFT, ωB97M-V/def2-TZVPD

The geometry in XYZ format:
```
65
Properties=species:S:1:pos:R:3:mulliken_charge:R:1
H 2.972 -1.611 2.100 0.5124
H -1.156 4.728 2.589 0.3789
H -1.553 2.301 2.576 0.0145
C 0.013 -0.188 3.023 0.0338
C 2.031 2.200 1.743 0.3868
C 2.072 -1.018 1.922 0.1422
C -1.964 2.900 1.763 -0.3453
O -1.429 0.687 -2.937 -0.1892
H 2.777 3.063 3.478 0.1770
C 1.471 -0.041 5.439 -0.4495
H -3.508 3.419 -0.684 0.5728
H -4.456 -1.217 0.081 0.4509
C -1.223 4.229 1.620 -1.4225
H -2.694 -1.245 0.020 0.0214
H 4.905 -2.692 -2.031 0.4266
H -2.104 -2.026 -1.403 0.1126
C 1.525 -2.853 -2.330 0.8376
H -3.178 2.191 -1.895 0.5101
C 1.393 -0.508 3.079 -0.2409
H -0.212 4.087 1.237 0.2587
H -4.394 1.276 0.496 0.6069
H 4.100 2.320 1.660 0.2058
C -0.405 0.826 -2.480 0.1081
N -0.136 -1.749 -0.918 0.1748
H 3.313 1.589 0.303 -0.0277
H -0.402 0.524 6.335 0.4578
H 4.277 -1.349 -0.028 0.4945
H -3.617 -0.417 -1.248 0.2942
H -3.017 3.073 1.982 0.6501
H -1.679 0.346 4.224 0.4999
C -0.611 0.153 4.242 -0.4642
As -1.943 1.724 0.218 1.0832
C 2.190 -1.554 -0.375 -1.2779
S 2.257 1.291 -2.017 -0.1620
H -2.219 4.347 -2.669 0.4137
C 0.469 -3.385 -3.112 -0.8323
H -1.292 4.522 -1.182 0.2218
C 3.858 -2.532 -1.805 -0.9956
C -2.711 2.860 -1.171 -0.8875
N 1.639 -0.881 0.725 0.9074
H 1.056 2.968 3.345 0.2005
N 3.268 1.945 1.243 -0.3366
H -3.443 0.422 1.710 0.4209
C -3.512 0.656 0.650 -0.9837
O -0.695 -0.230 1.928 -0.7217
Fe 0.001 0.174 0.199 -0.1871
C -1.081 -2.278 -1.666 0.2421
H 3.167 -3.678 -3.469 0.4323
C -1.723 3.796 -1.870 -0.9376
O 0.997 1.910 1.126 -0.0730
C -3.575 -0.628 -0.175 -0.9887
C 2.097 -0.445 4.298 -0.4814
H 3.150 -0.706 4.318 0.5308
C 3.507 -1.772 -0.664 -0.1600
N 1.965 2.773 2.963 -0.3204
C 1.170 -2.060 -1.229 1.2533
H 0.699 -4.010 -3.968 0.4501
C 0.736 0.938 -1.768 0.6401
C -0.823 -3.115 -2.773 -1.0328
C 0.100 0.244 5.416 -0.5278
H -0.889 3.250 -2.323 0.1431
H -1.651 -3.511 -3.345 0.4720
H -1.747 4.908 0.947 0.3883
Br 2.440 0.112 7.056 -0.1754
C 2.896 -3.075 -2.609 -0.9072
```

Computed properties:
- HOMO-LUMO gap (spin up / spin down) (eV) = 4.83 / 4.85
- charge = +1
- HOMO level (spin up / spin down) (eV) = -10.11 / -10.11
- relative energy (zero: lowest compared OMol25 entry of this formula, charge and spin) (kJ/mol) = 56.4
- LUMO energy (spin up / spin down) (eV) = -5.274 / -5.258